(1)
C33H23CoN7O5P | the ωB97M-V functional and the def2-TZVPD basis

Values from the calculation:
* orbital gap (spin up / spin down): 0.1963 / 0.2357 Ha
* ΔE to the lowest compared entry with this formula, charge and spin: 54.9 kcal per mole
* 2S+1: 4
* total charge: -1

XYZ file:
```
70
C33H23CoN7O5P | the OMol25 dataset | the ωB97M-V functional and the def2-TZVPD basis
Co -0.3924 0.8305 0.4747
C -1.1429 4.0445 -1.0701
C -0.3847 3.6905 0.1868
N -0.9476 2.5837 0.9438
C -0.8642 2.8840 2.2195
C -0.5148 4.2372 2.3884
N -0.3582 4.7789 1.1584
C -0.3265 5.0689 3.6075
O -0.6100 4.5085 4.7593
O 0.0587 6.2118 3.4892
C -0.7393 1.7442 3.2202
O -0.9639 1.9940 4.4231
O -0.3197 0.6898 2.6997
H -1.0877 3.2076 -1.7662
H -0.6852 4.9156 -1.5386
H -2.1834 4.2663 -0.8306
H 0.2716 5.5625 1.0540
H -0.8163 3.5072 4.6757
O 0.9281 3.2842 -0.1621
C 1.1068 1.8869 -0.0423
C 2.3684 1.3899 -0.4012
C 3.5353 2.1641 -0.6183
C 4.7326 1.5360 -0.8949
C 4.8104 0.1439 -0.9694
C 3.6555 -0.6233 -0.7932
C 2.4407 -0.0260 -0.5180
P 0.7487 -0.8877 -0.4631
C 0.6278 -0.8041 -2.2935
C -0.1565 0.2169 -2.8260
C -0.3167 0.3588 -4.1967
C 0.2914 -0.5430 -5.0599
C 1.0682 -1.5680 -4.5394
C 1.2435 -1.6918 -3.1694
C 1.4254 -2.3968 0.3070
C 1.9018 -2.2093 1.6043
C 2.4597 -3.2677 2.3036
C 2.5534 -4.5209 1.7103
C 2.0735 -4.7124 0.4233
C 1.4987 -3.6564 -0.2729
H 3.4784 3.2422 -0.5317
H 5.6287 2.1285 -1.0428
H 5.7606 -0.3358 -1.1673
H 3.7146 -1.7049 -0.8711
H -0.6619 0.8963 -2.1474
H -0.9357 1.1559 -4.5906
H 0.1525 -0.4511 -6.1298
H 1.5329 -2.2826 -5.2078
H 1.8612 -2.4920 -2.7802
H 1.8188 -1.2285 2.0618
H 2.8205 -3.1151 3.3130
H 2.9930 -5.3492 2.2518
H 2.1343 -5.6901 -0.0377
H 1.0928 -3.8227 -1.2620
N -2.3996 -6.4825 0.1880
C -2.3967 -5.3263 0.0828
N -2.5074 -4.0253 0.0024
C -1.7189 -3.1098 -0.4016
N -1.1052 -2.1871 -0.7787
N -7.1752 -2.0618 0.9347
C -6.1121 -1.6297 0.9121
C -4.7821 -1.0639 0.8576
C -3.7741 -1.5168 1.6899
C -2.5218 -0.9338 1.5912
N -2.2474 0.0403 0.7250
C -3.2274 0.4851 -0.0595
C -4.5065 -0.0342 -0.0320
H -3.9513 -2.3165 2.3936
H -1.7032 -1.2437 2.2264
H -2.9786 1.2996 -0.7287
H -5.2737 0.3566 -0.6844
```

=====

(2)
C28H40IrN3O7PS2Se2 | the ωB97M-V functional and the def2-TZVPD basis

Values from the calculation:
* orbital gap (spin up / spin down): 0.2204 / 0.2061 Ha
* ΔE to the lowest compared entry with this formula, charge and spin: 37.0 kcal per mole
* 2S+1: 5
* total charge: -1

XYZ file:
```
84
C28H40IrN3O7PS2Se2 | the OMol25 dataset | the ωB97M-V functional and the def2-TZVPD basis
Ir 0.1684 -0.3436 -0.4905
C 1.3681 -6.6332 1.0395
O 1.7714 -6.7197 2.3866
C 1.2229 -5.8072 3.2482
C 0.1248 -5.0136 2.9229
C -0.3285 -4.0553 3.7942
C 0.3140 -3.8361 5.0335
C 1.3699 -4.7056 5.3852
C 1.8138 -5.6645 4.5092
N 0.0007 -2.8288 5.8750
N -0.8585 -1.9233 5.5708
C -0.9004 -1.1326 4.5170
C -2.1074 -0.4686 4.1756
C -2.2965 0.1020 2.9454
C -1.2964 0.0319 1.9452
O -1.4873 0.4012 0.7322
C -0.0149 -0.4670 2.3352
N 0.9459 -0.4584 1.3777
C 2.1900 -0.7311 1.7182
C 2.5487 -1.0783 3.0153
C 1.5632 -1.2307 3.9749
C 0.2406 -0.9467 3.6403
H 2.0900 -7.2119 0.4652
H 1.3801 -5.5948 0.6881
H 0.3656 -7.0544 0.9002
H -0.3872 -5.1417 1.9832
H -1.1919 -3.4605 3.5317
H 1.8574 -4.5646 6.3378
H 2.6405 -6.3124 4.7588
H -2.9157 -0.4963 4.8910
H -3.2397 0.5521 2.6781
H 2.9230 -0.6690 0.9251
H 3.5859 -1.2686 3.2430
H 1.8156 -1.5435 4.9788
O -0.4410 -4.6323 -4.6253
C -1.5524 -4.3230 -3.8150
C -1.2010 -3.2036 -2.8028
C -2.4559 -3.0656 -1.9068
O -2.5140 -1.9282 -1.1098
C -0.9200 -1.9291 -3.5931
Se -0.6849 -0.1672 -2.6727
C 0.0378 -3.7015 -2.0576
Se 0.7208 -2.7251 -0.4751
H -0.7110 -5.2883 -5.2752
H -1.8679 -5.2174 -3.2511
H -2.4002 -3.9911 -4.4330
H -2.5462 -3.9834 -1.3026
H -3.3355 -2.9967 -2.5563
H -1.8216 -1.9621 -0.4314
H -1.7543 -1.7462 -4.2734
H -0.0189 -2.0804 -4.1930
H 0.8715 -3.7588 -2.7602
H -0.1603 -4.7076 -1.6749
C 1.7719 5.6758 -0.5460
C 0.3269 6.1164 -0.7603
C -0.5922 5.6131 0.3427
O -0.0949 5.7232 -2.0529
P -0.8216 4.3048 -2.4391
S -2.7583 4.4068 -2.0205
S 0.2934 2.7758 -1.7726
O -0.5685 4.3108 -4.0243
C -0.5230 5.3939 -4.9399
C 0.8791 5.9973 -4.9449
C -1.5814 6.4555 -4.6743
H 2.1143 5.9818 0.4392
H 2.4169 6.1184 -1.3025
H 1.8285 4.5946 -0.6433
H 0.2801 7.2182 -0.7889
H -0.6188 4.5252 0.3472
H -1.6047 5.9715 0.1738
H -0.2374 5.9699 1.3071
H -0.7225 4.9142 -5.9098
H 1.0465 6.5169 -4.0055
H 0.9928 6.6946 -5.7723
H 1.6178 5.2053 -5.0424
H -1.3982 6.9219 -3.7096
H -2.5725 6.0088 -4.6565
H -1.5438 7.2146 -5.4546
C 1.7164 2.9495 2.1622
O 1.4300 2.0694 1.1171
H 0.8261 3.4715 2.5284
H 2.4650 3.6917 1.8615
H 2.1251 2.3480 2.9769
H 0.9859 2.5228 0.3808
```

=====

(3)
C17H63AgO15 | the ωB97M-V functional and the def2-TZVPD basis

Values from the calculation:
* orbital gap (spin up / spin down): 0.2906 / 0.1875 Ha
* 2S+1: 2
* total charge: +1

XYZ file:
```
96
C17H63AgO15 | the OMol25 dataset | the ωB97M-V functional and the def2-TZVPD basis
Ag -1.6618 -0.8808 3.6717
C -1.0219 0.2989 -0.3681
C -0.3581 -0.5116 0.7711
C 1.0228 -0.9274 0.3591
O -0.4321 0.1151 2.0322
H -0.4287 1.1106 -0.7891
H -1.9554 0.7802 -0.0765
H -1.1917 -0.4483 -1.1433
H -0.9963 -1.3870 0.8915
H 1.7740 -0.1531 0.2037
H 1.0296 -1.6026 -0.4965
H 1.4392 -1.4699 1.2079
C 5.4630 -0.0550 -0.5921
O 5.3373 1.2771 -0.8466
H 4.4983 -0.4265 -0.2465
H 5.5209 -0.5081 -1.5818
H 6.2544 -0.3292 0.1055
H 4.9587 1.7266 -0.0876
C -3.9764 3.2694 -1.5619
O -4.2744 2.5084 -2.6996
H -4.2986 4.2968 -1.7313
H -4.4016 2.8934 -0.6314
H -2.9224 3.2502 -1.2850
H -3.7840 1.6849 -2.6453
C 3.7714 -2.9984 1.7470
O 5.1494 -3.2660 2.0900
H 3.6549 -2.8922 0.6685
H 3.0948 -3.7831 2.0857
H 3.4418 -2.0393 2.1465
H 5.1337 -3.3572 3.0455
C -0.8679 2.9537 -3.7205
O -0.1096 3.8133 -4.5086
H -0.1831 2.1705 -3.3952
H -1.2248 3.3728 -2.7797
H -1.6204 2.4706 -4.3437
H 0.0892 3.3140 -5.3040
C -0.4120 -0.6323 -4.9730
O -0.9844 -1.4400 -3.9189
H -0.7805 0.3903 -4.8932
H 0.6590 -0.7111 -4.7860
H -0.5700 -1.1182 -5.9358
H -0.7497 -2.3604 -4.0580
C -4.2500 -0.1307 -4.4185
O -3.2707 0.0890 -3.4114
H -5.1734 0.4169 -4.2295
H -3.8595 0.2469 -5.3635
H -4.5525 -1.1779 -4.4150
H -2.4705 -0.4029 -3.6094
C -4.2088 -0.0118 1.5044
O -3.5075 0.0889 2.6909
H -4.2585 0.8700 0.8655
H -3.7251 -0.7688 0.8871
H -5.2483 -0.2556 1.7236
H -4.0302 0.7598 3.1362
C -1.6815 3.2474 1.8024
O -1.0012 2.7108 2.9280
H -2.0569 4.2467 2.0226
H -0.9809 3.2353 0.9674
H -2.6211 2.7664 1.5304
H -0.6274 1.8606 2.6851
C 2.5026 1.3131 4.0575
O 2.4252 0.8131 2.7763
H 3.2561 0.7007 4.5527
H 2.8594 2.3430 4.0528
H 1.5377 1.2570 4.5614
H 1.5401 0.5327 2.5320
C 2.9824 3.3492 0.1513
O 3.7567 2.5949 1.0591
H 2.0933 3.8259 0.5640
H 3.6399 4.0827 -0.3154
H 2.4836 2.7075 -0.5750
H 3.1437 2.0261 1.5306
C 2.6715 1.3460 -3.0223
O 3.4537 0.5752 -4.0335
H 3.3253 2.0511 -2.5091
H 1.9426 2.0117 -3.4844
H 2.0991 0.6205 -2.4444
H 3.7560 1.1832 -4.7122
C -2.0702 -3.7876 -0.5229
O -2.4383 -4.5303 0.6414
H -2.4798 -2.7966 -0.3273
H -0.9843 -3.7045 -0.5680
H -2.4733 -4.2301 -1.4338
H -2.2738 -5.4472 0.4095
C -1.6147 -3.9918 3.7897
O -1.8230 -2.9603 2.8088
H -0.7126 -4.5718 3.5949
H -1.5404 -3.5959 4.8025
H -2.4498 -4.6895 3.8529
H -2.1638 -3.3204 1.9867
C 1.5714 -2.1173 4.3601
O 0.2961 -1.5968 4.6729
H 1.7606 -3.0352 4.9166
H 1.6517 -2.5663 3.3701
H 2.4316 -1.4574 4.4727
H 0.2813 -1.1250 5.5088
```

=====

no.,maximum force (eV Å⁻¹)
1,1.96
2,1.86
3,2.56